# 1
79
Properties=species:S:1:pos:R:3 method="wB97M-V/def2-TZVPD" s_squared=2.002 multiplicity=3 total_energy_ha=-4402.99490 charge=-2 de_lowest_kcal_mol=21.73
Pr -0.123 -0.108 -0.067
C 2.654 0.615 -1.632
C 1.705 -0.165 -2.324
C 1.629 -1.427 -1.682
C 2.505 -1.401 -0.580
C 3.144 -0.142 -0.558
H 2.954 1.623 -1.886
H 1.190 0.101 -3.238
H 1.110 -2.292 -2.056
H 2.710 -2.242 0.067
H 3.881 0.179 0.165
O -3.117 0.885 2.860
Cl -2.175 0.891 1.784
O -1.980 2.222 1.259
O -2.581 0.001 0.691
O -0.866 0.374 2.245
S -1.711 -1.595 -2.007
C -2.671 -2.680 -0.989
C -3.909 -3.141 -1.468
C -4.718 -4.015 -0.758
C -4.307 -4.461 0.493
C -3.092 -4.016 0.993
C -2.257 -3.143 0.285
S -0.698 -2.702 1.019
H -4.227 -2.776 -2.438
H -5.665 -4.341 -1.177
H -4.921 -5.141 1.074
H -2.758 -4.347 1.971
C 0.683 -5.593 2.319
C 0.127 -5.009 3.611
C 1.076 -4.036 4.296
N 1.144 -2.762 3.584
C 2.166 -1.927 3.478
S 2.181 -0.509 2.627
N 3.420 -2.335 4.051
C 3.702 -2.632 5.350
O 2.897 -2.771 6.246
C 5.192 -2.766 5.630
C 6.105 -3.157 4.664
C 7.459 -3.234 4.974
C 7.895 -2.916 6.251
C 6.978 -2.541 7.224
C 5.625 -2.475 6.914
H 0.007 -6.343 1.904
H 1.651 -6.075 2.505
H 0.808 -4.819 1.562
H -0.074 -5.813 4.326
H -0.823 -4.504 3.411
H 2.072 -4.481 4.331
H 0.771 -3.845 5.322
H 0.329 -2.502 3.013
H 4.169 -1.879 3.552
H 5.766 -3.427 3.670
H 8.167 -3.543 4.216
H 8.951 -2.959 6.489
H 7.314 -2.297 8.224
H 4.889 -2.192 7.654
O -1.256 1.516 -1.572
C -1.018 2.569 -2.162
C -2.017 3.064 -3.183
C -1.493 2.999 -4.624
C -0.556 4.148 -4.998
C 0.728 4.212 -4.175
C 0.485 4.465 -2.688
N 0.101 3.275 -1.965
H -2.314 4.092 -2.944
H -2.882 2.417 -3.066
H -2.349 3.016 -5.303
H -0.992 2.038 -4.774
H -1.099 5.095 -4.873
H -0.303 4.071 -6.060
H 1.370 5.005 -4.572
H 1.277 3.270 -4.269
H -0.264 5.256 -2.563
H 1.399 4.823 -2.215
H 0.666 2.947 -1.171
O 1.175 4.352 1.331
S 1.009 2.906 1.560
N 0.946 1.989 0.418


# 2
77
Properties=species:S:1:pos:R:3 method="wB97M-V/def2-TZVPD" multiplicity=1 total_energy_ha=-2539.52042 charge=+1
N -6.547 -0.883 0.466
B -5.510 0.096 0.229
O -5.093 0.337 -1.023
N -4.776 0.895 1.329
C -4.779 0.330 2.595
N -3.741 -0.303 3.071
N -5.944 0.558 3.259
C -6.546 1.777 2.627
C -5.376 2.220 1.731
Cl -5.713 3.275 0.398
H -6.359 -1.581 1.176
H -7.472 -0.507 0.637
H -4.516 1.107 -1.099
H -3.634 -0.571 4.040
H -2.958 -0.453 2.445
H -5.842 0.694 4.262
H -6.730 2.526 3.398
H -7.500 1.596 2.134
H -4.656 2.652 2.433
O -0.447 2.475 1.557
P 0.548 1.909 2.487
N 0.807 0.307 2.068
C 1.505 -0.677 2.884
C 0.957 0.049 0.628
N -0.197 2.010 4.025
C -0.026 1.046 5.088
C -1.540 2.548 3.995
N 2.058 2.452 2.953
C 2.067 3.801 3.561
C 3.043 2.439 1.847
H 2.586 -0.504 2.954
H 1.359 -1.658 2.431
H 1.108 -0.738 3.886
H 1.916 0.387 0.227
H 0.167 0.548 0.070
H 0.881 -1.018 0.426
H -0.579 0.111 4.911
H -0.391 1.472 6.026
H 1.026 0.815 5.242
H -2.282 1.812 3.640
H -1.619 3.417 3.349
H -1.848 2.868 4.995
H 1.700 4.571 2.876
H 3.092 4.044 3.838
H 1.462 3.813 4.462
H 2.711 3.013 0.976
H 3.252 1.417 1.537
H 3.978 2.866 2.204
O 2.009 -1.805 -2.054
P 2.490 -1.983 -3.437
N 1.851 -0.733 -4.365
C 1.871 -0.670 -5.818
C 1.888 0.591 -3.742
N 1.888 -3.479 -3.950
C 1.503 -3.789 -5.313
C 1.040 -4.185 -2.993
N 4.045 -2.160 -4.041
C 4.768 -3.341 -3.522
C 4.893 -0.970 -3.823
H 2.869 -0.493 -6.240
H 1.228 0.153 -6.134
H 1.465 -1.563 -6.270
H 2.887 1.038 -3.709
H 1.513 0.529 -2.721
H 1.238 1.269 -4.296
H 0.536 -3.352 -5.589
H 1.418 -4.873 -5.423
H 2.266 -3.465 -6.019
H 0.015 -3.795 -2.965
H 1.453 -4.126 -1.991
H 0.998 -5.239 -3.278
H 4.897 -3.310 -2.435
H 5.754 -3.370 -3.986
H 4.240 -4.251 -3.787
H 4.952 -0.675 -2.770
H 4.521 -0.128 -4.404
H 5.901 -1.183 -4.176